(1)
DFT (the ωB97M-V functional and the def2-TZVPD basis) results for a structure of composition C3H4KO2 in a non-equilibrium geometry.

Geometry as XYZ:
```
10
Properties=species:S:1:pos:R:3:forces:R:3:nbo_charge:R:1
O 0.190 -0.159 0.940 1.266 0.001 0.852 -0.7538
C 1.318 0.270 1.330 -1.859 0.984 -0.350 0.2987
H -0.371 1.768 -1.365 -0.113 -0.417 0.140 -0.3501
O 2.227 -0.725 1.096 1.226 -1.548 -0.446 -0.8090
C -1.025 0.621 -0.365 -2.536 1.388 -2.357 -0.1030
H -2.326 -0.016 -1.750 1.094 -0.382 -0.340 0.2086
H 3.112 -0.368 1.225 -0.205 0.149 0.246 0.4724
C -1.627 -0.404 -0.986 -0.195 0.564 1.021 -0.9421
K -0.049 -2.479 -0.287 -0.046 0.596 0.160 0.7916
H -1.450 1.491 0.161 1.367 -1.334 1.074 0.1866
```
Forces are in eV/Å.

Total charge   -1
E   -866.8547 a.u.
Highest occupied orbital energy (alpha / beta)   -0.49 / -0.50 eV
Energy above the lowest of the compared OMol25 structures with the same formula, charge and spin   348.12 kJ/mol
Frontier orbital gap (alpha / beta)   2.36 / 2.36 eV


(2)
DFT (the ωB97M-V functional and the def2-TZVPD basis) results for a structure of composition C3H4LiMgO3 in a non-equilibrium geometry.

Geometry as XYZ:
```
12
Properties=species:S:1:pos:R:3:forces:R:3:nbo_charge:R:1
Li -0.245 3.483 -0.936 -0.211 0.331 0.241 0.9920
H 0.783 -1.648 0.865 0.503 -0.585 -1.045 0.2542
O -1.329 0.460 0.350 -0.030 -2.212 -0.016 -0.4135
H 0.481 -1.295 -1.181 2.363 -0.806 2.450 0.2631
C -0.231 1.077 0.585 1.431 -0.218 -5.327 1.0483
H -1.457 -1.521 -0.987 -0.510 1.667 -0.398 0.2610
Mg 3.153 0.662 0.110 0.017 -0.015 0.087 0.9884
H -1.487 -1.609 0.733 0.001 0.239 -0.151 0.2444
O -0.038 2.263 0.474 -0.004 0.399 1.539 -0.7214
C 0.475 -1.085 -0.022 -1.211 -0.212 -3.082 -0.1835
O 0.934 0.257 0.104 -1.379 1.016 2.006 -0.6592
C -1.040 -1.046 -0.096 -0.970 0.395 3.694 -0.0738
```
Forces are in eV/Å.

Total charge   +2
E   -549.3938 a.u.
Highest occupied orbital energy (alpha / beta)   -15.67 / -19.70 eV
Energy above the lowest of the compared OMol25 structures with the same formula, charge and spin   216.70 kJ/mol
Frontier orbital gap (alpha / beta)   7.38 / 10.73 eV
2S+1   2


(3)
DFT (the ωB97M-V functional and the def2-TZVPD basis) results for a structure of composition C3H4LiMgO5 in a non-equilibrium geometry.

Geometry as XYZ:
```
14
Properties=species:S:1:pos:R:3:forces:R:3:nbo_charge:R:1
H -0.065 0.766 -0.256 -0.723 -0.289 -2.232 0.4831
Mg -0.380 -2.438 0.063 0.387 0.467 0.049 0.9837
O 1.193 -1.420 0.660 -0.494 -0.506 0.082 -0.9572
H 2.500 0.133 0.622 -0.139 -0.093 0.320 0.1496
C 1.506 -0.214 0.960 -0.464 1.004 -0.802 0.2752
O -1.893 0.058 -2.885 -0.063 -0.442 0.144 -0.8116
O -1.354 -1.252 -1.210 -0.250 -1.009 0.388 -1.0732
C 0.643 0.779 1.421 0.301 -1.288 0.407 -0.1969
Li -2.651 -1.714 -2.652 0.496 0.617 0.212 0.9532
H -0.207 0.464 2.043 -0.054 0.104 -0.493 0.1709
C -1.240 -0.117 -1.831 0.117 0.669 -0.116 0.9876
O 1.176 2.023 1.737 0.051 0.494 -0.237 -0.7137
H 1.234 2.122 2.692 0.005 -0.080 -0.025 0.4676
O -0.461 0.809 -1.365 0.830 0.350 2.303 -0.7184
```
Forces are in eV/Å.

E   -700.5942 a.u.
Highest occupied orbital energy (alpha / beta)   -6.05 / -8.06 eV
Energy above the lowest of the compared OMol25 structures with the same formula, charge and spin   45.89 kJ/mol
Frontier orbital gap (alpha / beta)   5.28 / 7.14 eV
2S+1   2


(4)
DFT (the ωB97M-V functional and the def2-TZVPD basis) results for a structure of composition C3H4LiO3Tb in a non-equilibrium geometry.

Geometry as XYZ:
```
12
Properties=species:S:1:pos:R:3:forces:R:3:mulliken_charge:R:1
Li 2.687 0.619 -2.383 0.451 0.372 -0.251 0.8651
O 1.294 0.208 -1.384 0.463 -0.140 -0.536 -0.9514
Tb 0.218 -1.566 -0.951 -0.338 -0.626 -0.045 1.8216
H 0.145 1.937 -1.385 -0.119 -0.355 0.241 0.3106
H 1.171 1.689 0.050 -0.428 -0.334 -0.145 0.2861
H -1.655 0.690 -0.395 0.195 -0.537 -0.069 0.3235
C 0.507 1.176 -0.670 0.381 0.392 0.026 0.1157
H -0.681 0.883 1.079 -0.162 -0.909 0.058 0.3046
O -1.524 -1.349 2.726 0.913 -4.345 0.277 -0.1931
C -1.026 -2.255 2.140 -1.078 6.645 -1.058 0.7783
O -0.470 -2.534 1.120 0.010 -2.494 1.221 -0.5147
C -0.667 0.503 0.051 -0.290 2.331 0.282 -1.1462
```
Forces are in eV/Å.

Total charge   +2
E   -1173.7694 a.u.
Highest occupied orbital energy (alpha / beta)   -18.06 / -16.21 eV
Energy above the lowest of the compared OMol25 structures with the same formula, charge and spin   0.00 kJ/mol
Frontier orbital gap (alpha / beta)   8.56 / 7.72 eV
2S+1   7


(5)
DFT (the ωB97M-V functional and the def2-TZVPD basis) results for a structure of composition C3H4MgNaO3 in a non-equilibrium geometry.

Geometry as XYZ:
```
12
Properties=species:S:1:pos:R:3:forces:R:3:nbo_charge:R:1
H -1.246 -0.891 -1.324 0.420 0.299 0.265 0.2275
H 0.772 -0.971 -1.920 1.919 0.145 -0.177 -0.5859
H -0.640 2.095 -0.639 0.172 -0.281 -0.121 0.2373
Mg 1.762 0.102 -0.830 -1.628 -1.400 -0.575 1.5470
C -0.958 -0.015 -0.738 -0.507 1.722 -0.090 0.1836
Na 1.991 -1.011 3.469 -0.794 0.062 -0.340 0.9843
O -1.130 -0.187 0.634 -0.365 -0.068 -0.659 -0.5016
O 1.095 -0.448 0.926 1.252 0.234 -0.671 -1.0126
H -0.627 1.283 -2.351 0.090 0.059 0.386 0.2491
C -0.646 1.198 -1.263 -0.992 -1.105 0.651 -0.6044
O -0.282 -0.668 2.619 0.092 -0.351 -0.408 -0.7206
C -0.090 -0.488 1.418 0.340 0.684 1.739 0.9963
```
Forces are in eV/Å.

Total charge   +1
E   -704.6005 a.u.
Highest occupied orbital energy   -11.94 eV
Energy above the lowest of the compared OMol25 structures with the same formula, charge and spin   130.73 kJ/mol
Frontier orbital gap   6.92 eV


(6)
DFT (the ωB97M-V functional and the def2-TZVPD basis) results for a structure of composition C3H4MgO3Tl in a non-equilibrium geometry.

Geometry as XYZ:
```
12
Properties=species:S:1:pos:R:3:forces:R:3:nbo_charge:R:1
C 0.812 0.712 0.675 -0.414 0.924 0.728 -0.1641
Mg 0.187 -1.576 -0.146 -0.979 1.094 0.446 1.5263
C -1.814 0.184 -0.967 0.212 0.906 0.531 0.0465
H 1.461 0.872 1.557 -0.193 -0.091 -0.224 0.1620
H -0.701 0.271 2.188 0.080 -0.262 -0.345 0.1898
C -0.468 0.038 1.143 0.290 -0.525 -0.169 -0.4324
H -1.734 -1.528 -2.057 -0.093 0.214 -0.022 0.4975
O -1.662 0.392 0.384 -0.082 0.299 -0.371 -0.6261
Tl 3.315 0.393 -1.581 -0.540 0.060 0.320 0.8218
O -1.520 -1.334 -1.143 0.723 -1.504 0.094 -1.0214
H 0.622 1.702 0.210 -0.031 -0.403 0.023 0.1764
O 1.502 -0.126 -0.263 1.028 -0.713 -1.011 -1.1763
```
Forces are in eV/Å.

E   -714.8093 a.u.
Highest occupied orbital energy (alpha / beta)   -4.06 / -6.45 eV
Energy above the lowest of the compared OMol25 structures with the same formula, charge and spin   0.00 kJ/mol
Frontier orbital gap (alpha / beta)   2.85 / 5.17 eV
2S+1   2


(7)
DFT (the ωB97M-V functional and the def2-TZVPD basis) results for a structure of composition C3H4MgO4Tl in a non-equilibrium geometry.

Geometry as XYZ:
```
13
Properties=species:S:1:pos:R:3:forces:R:3:mulliken_charge:R:1
C 1.164 -0.314 -1.073 -1.199 1.512 -1.706 0.5677
H 1.464 -1.743 1.881 0.148 0.494 -0.046 0.3674
O 1.344 -1.355 -0.124 0.463 1.089 3.761 -0.1327
Mg 1.899 0.953 1.125 0.952 0.668 -1.030 1.2625
O -2.515 0.224 0.572 5.689 -2.663 -0.458 -0.3438
O 1.887 0.810 -0.779 -0.597 -0.731 1.172 -0.6697
O -2.026 1.832 -0.850 5.683 -2.292 -0.700 -0.3385
H 1.459 -0.758 -2.041 -0.292 0.203 0.362 0.3370
C 1.017 -0.968 1.241 -0.508 -3.840 -2.318 -0.7508
Tl -3.874 1.628 -0.001 -9.482 3.669 0.730 0.8841
H -0.082 -1.039 1.368 0.151 1.032 0.013 0.3019
C -1.741 0.792 -0.223 -2.140 1.327 0.161 0.6038
H 0.005 -0.060 -1.096 1.132 -0.467 0.060 -0.0889
```
Forces are in eV/Å.

Total charge   +2
E   -789.3834 a.u.
Highest occupied orbital energy (alpha / beta)   -17.41 / -17.21 eV
Energy above the lowest of the compared OMol25 structures with the same formula, charge and spin   495.99 kJ/mol
Frontier orbital gap (alpha / beta)   6.42 / 6.06 eV
2S+1   2


(8)
DFT (the ωB97M-V functional and the def2-TZVPD basis) results for a structure of composition C3H4MgO4Zn in a non-equilibrium geometry.

Geometry as XYZ:
```
13
Properties=species:S:1:pos:R:3:forces:R:3:nbo_charge:R:1
H -0.040 -1.002 1.455 0.487 0.046 -0.184 0.2316
C -1.612 0.750 -0.406 0.988 0.003 -0.337 0.6663
C 1.165 -0.297 -1.075 7.006 -0.965 3.151 0.5798
H -0.479 0.323 -0.729 -2.702 0.845 0.622 0.0619
O -2.280 0.195 0.510 2.158 -1.175 -0.253 -0.7800
H 1.507 -1.800 1.814 -0.104 0.366 -0.276 0.2311
Zn -3.688 1.447 0.047 -3.034 1.023 0.590 0.9255
O 1.913 0.771 -0.765 -3.511 -2.047 -1.348 -0.8293
Mg 1.991 0.906 1.149 -0.052 -0.376 0.287 1.6256
H 1.336 -0.715 -2.081 -1.397 0.569 -0.120 0.2412
C 1.046 -0.986 1.236 0.088 -0.023 0.914 -0.7314
O 1.219 -1.357 -0.163 -2.087 2.406 -2.327 -0.4582
O -2.076 1.765 -0.993 2.160 -0.671 -0.718 -0.7642
```
Forces are in eV/Å.

Total charge   +1
E   -2396.7217 a.u.
Highest occupied orbital energy (alpha / beta)   -10.69 / -13.79 eV
Energy above the lowest of the compared OMol25 structures with the same formula, charge and spin   0.00 kJ/mol
Frontier orbital gap (alpha / beta)   4.98 / 8.09 eV
2S+1   2


(9)
DFT (the ωB97M-V functional and the def2-TZVPD basis) results for a structure of composition C3H4N2.

Geometry as XYZ:
```
9
Properties=species:S:1:pos:R:3:forces:R:3:nbo_charge:R:1
C -0.994 0.476 0.082 -0.041 0.048 0.016 -0.0526
H 0.853 -0.039 -1.189 -0.016 0.178 -0.151 0.3362
N -0.268 0.716 1.137 -0.047 -0.034 -0.187 -0.2015
H 1.581 0.088 1.651 -0.067 -0.036 -0.032 0.4067
H -1.971 0.925 -0.029 0.130 -0.043 -0.023 0.2177
C -0.302 -0.440 -0.787 -0.230 -0.125 -0.071 -0.4246
H -0.696 -0.915 -1.676 0.089 0.035 0.123 0.2530
N 0.863 0.002 0.951 0.253 -0.112 0.131 -0.3816
C 0.935 -0.812 -0.140 -0.072 0.089 0.195 -0.1532
```
Forces are in eV/Å.

E   -226.1021 a.u.
Highest occupied orbital energy   -9.31 eV
Energy above the lowest of the compared OMol25 structures with the same formula, charge and spin   323.09 kJ/mol
Frontier orbital gap   10.39 eV


(10)
DFT (the ωB97M-V functional and the def2-TZVPD basis) results for the molecule C3H4N2.

Geometry as XYZ:
```
9
Properties=species:S:1:pos:R:3:forces:R:3:nbo_charge:R:1
C -0.313 0.006 0.907 0.034 -0.041 -0.058 0.0102
N 0.746 0.624 0.326 -0.216 -0.124 0.049 -0.4065
N 0.619 0.342 -1.044 0.139 -0.471 -0.089 -0.4207
H -1.758 -1.453 0.156 -0.054 0.257 0.043 0.2241
H -0.506 0.151 1.963 0.027 0.004 -0.151 0.2195
C -0.342 -0.570 -1.315 0.132 0.036 0.458 -0.0243
H 1.490 0.200 -1.532 0.141 0.614 -0.130 0.4074
H 1.116 1.517 0.631 -0.069 -0.192 -0.161 0.4037
C -0.965 -0.746 -0.036 -0.134 -0.084 0.040 -0.4133
```
Forces are in eV/Å.

E   -226.1246 a.u.
Highest occupied orbital energy   -8.25 eV
Energy above the lowest of the compared OMol25 structures with the same formula, charge and spin   264.22 kJ/mol
Frontier orbital gap   9.09 eV


- Look up the E of the first one.
  -866.8547 a.u.


- Which of these has the highest E?
  number 9